No. 1
The following is a quantum chemistry calculation of a single C3H2N2OS2 molecule in a non-equilibrium geometry, from the Open Molecules 2025 dataset.

Last columns: bonded neighbours and bond lengths (Å).
Cartesian coordinates (Å):
1 S -1.6304 -1.5206 0.0940  C2 1.618
2 C -0.8575 -0.1027 -0.0017  S1 1.618, S3 1.783, C4 1.436
3 S -1.7585 1.4313 -0.1211  C2 1.783, H9 1.348
4 C 0.5730 0.0146 0.0365  C2 1.436, C5 1.400, N8 1.360
5 C 1.4293 1.1070 0.2215  C4 1.400, O6 1.374, H10 1.192
6 O 2.6958 0.6066 0.0384  C5 1.374, N7 1.342
7 N 2.5569 -0.7159 -0.1424  O6 1.342, N8 1.242
8 N 1.3669 -1.0707 -0.1656  C4 1.360, N7 1.242
9 H -2.8939 0.7538 0.1436  S3 1.348
10 H 1.2143 2.2156 0.6027  C5 1.192

Computed properties:
Total charge: 0
Orbital gap: 7.95 eV
Energy above the lowest of the compared OMol25 structures with the same formula, charge and spin: 51.3 kcal per mole
SMILES string: S=C(S)c1conn1
Lowest unoccupied orbital energy: -1.14 eV
Maximum force: 0.062 hartree/bohr
Highest occupied orbital energy: -9.090 eV
Spin multiplicity: 1
E_tot: -29838.5719 eV

Mulliken population analysis, charges in e, atoms 1 to 2: -0.22 0.31

***

No. 2
The following is a quantum chemistry calculation of a single C3H2N2S2 molecule in a non-equilibrium geometry, from the Open Molecules 2025 dataset.

Last columns: bonded neighbours and bond lengths (Å).
Cartesian coordinates (Å):
1 H 2.5020 -1.4554 0.0251  N2 1.018
2 N 2.3333 -0.4542 0.0954  H1 1.018, C3 1.255
3 C 1.1120 -0.1930 -0.0231  N2 1.255, N4 1.412, S8 1.806
4 N 0.5869 1.1179 -0.0519  C3 1.412, C5 1.283
5 C -0.6938 1.0489 -0.0368  N4 1.283, C6 1.482, H9 1.120
6 C -1.4323 -0.2354 -0.0217  C5 1.482, S7 1.611, S8 1.760
7 S -3.0333 -0.4096 0.0297  C6 1.611
8 S -0.1716 -1.4630 -0.0510  C3 1.806, C6 1.760
9 H -1.2032 2.0437 0.0343  C5 1.120

Computed properties:
Total charge: 0
Orbital gap: 7.62 eV
Energy above the lowest of the compared OMol25 structures with the same formula, charge and spin: 5.1 kcal per mole
SMILES string: [H]/N=C1/N=CC(=S)S1
Lowest unoccupied orbital energy: -1.88 eV
Maximum force: 0.049 hartree/bohr
Highest occupied orbital energy: -9.501 eV
Spin multiplicity: 1
E_tot: -27792.9355 eV

Mulliken population analysis, charges in e, atoms 1 to 2: 0.28 -0.52

***

No. 3
The following is a quantum chemistry calculation of a single C3H2N2S3 molecule in a non-equilibrium geometry, from the Open Molecules 2025 dataset.

Last columns: bonded neighbours and bond lengths (Å).
Cartesian coordinates (Å):
1 C 0.7953 0.3951 -0.0505  C2 1.402, C3 1.370, H9 1.025
2 C 0.2652 -0.9029 -0.0525  C1 1.402, N4 1.327, H10 1.099
3 C 1.9659 0.2476 0.6467  C1 1.370, N5 1.311, S6 1.773
4 N 1.0695 -1.6493 0.6937  C2 1.327, N5 1.283
5 N 2.1190 -0.9954 1.0347  C3 1.311, N4 1.283
6 S 3.2000 1.5193 0.7037  C3 1.773, S8 2.078
7 S 4.4500 -1.1384 -0.7869  S8 1.913
8 S 4.8317 0.6578 -0.2511  S6 2.078, S7 1.913
9 H 0.3119 1.1309 -0.5753  C1 1.025
10 H -0.6016 -1.4581 -0.4385  C2 1.099

Computed properties:
Total charge: 0
Orbital gap (alpha / beta): 8.52 / 5.95 eV
Energy above the lowest of the compared OMol25 structures with the same formula, charge and spin: 0.0 kcal per mole
Lowest unoccupied orbital energy (alpha / beta): 0.08 / -3.29 eV
Maximum force: 0.071 hartree/bohr
Highest occupied orbital energy (alpha / beta): -8.440 / -9.241 eV
Spin multiplicity: 3
E_tot: -38625.4821 eV

Mulliken population analysis, charges in e, atoms 1 to 2: -0.41 -0.16

***

Please write out number 1 again, unchanged.
The following is a quantum chemistry calculation of a single C3H2N2OS2 molecule in a non-equilibrium geometry, from the Open Molecules 2025 dataset.

Last columns: bonded neighbours and bond lengths (Å).
Cartesian coordinates (Å):
1 S -1.6304 -1.5206 0.0940  C2 1.618
2 C -0.8575 -0.1027 -0.0017  S1 1.618, S3 1.783, C4 1.436
3 S -1.7585 1.4313 -0.1211  C2 1.783, H9 1.348
4 C 0.5730 0.0146 0.0365  C2 1.436, C5 1.400, N8 1.360
5 C 1.4293 1.1070 0.2215  C4 1.400, O6 1.374, H10 1.192
6 O 2.6958 0.6066 0.0384  C5 1.374, N7 1.342
7 N 2.5569 -0.7159 -0.1424  O6 1.342, N8 1.242
8 N 1.3669 -1.0707 -0.1656  C4 1.360, N7 1.242
9 H -2.8939 0.7538 0.1436  S3 1.348
10 H 1.2143 2.2156 0.6027  C5 1.192

Computed properties:
Total charge: 0
Orbital gap: 7.95 eV
Energy above the lowest of the compared OMol25 structures with the same formula, charge and spin: 51.3 kcal per mole
SMILES string: S=C(S)c1conn1
Lowest unoccupied orbital energy: -1.14 eV
Maximum force: 0.062 hartree/bohr
Highest occupied orbital energy: -9.090 eV
Spin multiplicity: 1
E_tot: -29838.5719 eV

Mulliken population analysis, charges in e, atoms 1 to 2: -0.22 0.31